{
  "formula": "C22H33FNO2Si2",
  "method": "the ωB97M-V functional and the def2-TZVPD basis",
  "symbols": ["C", "C", "C", "C", "C", "C", "C", "C", "C", "C", "C", "C", "C", "C", "C", "F", "C", "N", "O", "Si", "C", "C", "C", "O", "Si", "C", "C", "C", "H", "H", "H", "H", "H", "H", "H", "H", "H", "H", "H", "H", "H", "H", "H", "H", "H", "H", "H", "H", "H", "H", "H", "H", "H", "H", "H", "H", "H", "H", "H", "H", "H"],
  "coordinates": [[1.69646, -1.52312, -2.22922], [0.82504, -0.85985, -1.25580], [0.26898, -1.29507, -0.02840], [-0.26290, -1.32823, 1.78954], [-1.76638, -1.14836, 1.82833], [-2.36261, 0.12826, 2.02169], [-3.73730, 0.32586, 1.79383], [-4.51701, -0.78876, 1.43235], [-3.94084, -2.05797, 1.23008], [-2.56213, -2.22013, 1.39235], [0.26569, -2.53723, 2.47668], [1.63658, -2.84714, 2.39042], [2.21025, -3.90014, 3.11538], [1.42477, -4.67194, 3.97568], [0.07632, -4.39368, 4.02937], [-0.72575, -5.14686, 4.84047], [-0.52181, -3.34897, 3.33000], [0.37367, 0.36340, -1.86403], [1.47848, 0.90727, -2.53577], [2.58275, 1.94825, -1.75820], [1.91708, 3.64682, -1.25046], [3.79482, 2.34605, -3.13830], [3.41149, 0.96163, -0.38389], [0.04141, 1.30116, -0.78830], [-1.33120, 2.16726, -1.40359], [-1.74037, 3.42260, -0.09560], [-0.93894, 3.11230, -2.98724], [-2.59625, 0.88247, -1.86358], [1.63344, -2.61210, -2.14906], [1.36722, -1.23247, -3.23431], [2.75002, -1.23081, -2.11715], [0.43520, -2.39938, 0.13263], [-0.67916, -0.63531, 0.02641], [0.23857, -0.43415, 2.18510], [-1.75997, 0.98657, 2.38397], [-4.20448, 1.31604, 1.99083], [-5.58341, -0.65488, 1.30702], [-4.52634, -2.96297, 1.03035], [-2.06641, -3.19216, 1.22442], [2.26548, -2.26338, 1.69086], [3.28258, -4.05058, 3.04813], [1.86746, -5.47067, 4.55730], [-1.60003, -3.21844, 3.39506], [2.78962, 4.32248, -1.16003], [1.27390, 4.06653, -2.04167], [1.39436, 3.66283, -0.27860], [4.63548, 2.93533, -2.73983], [4.19996, 1.43608, -3.59999], [3.29349, 2.94682, -3.91107], [4.28652, 1.55221, -0.05486], [2.75552, 0.80550, 0.49012], [3.78251, -0.01427, -0.74202], [-2.54825, 4.06602, -0.47102], [-2.09646, 2.98112, 0.84451], [-0.89208, 4.08820, 0.11501], [-1.89858, 3.25959, -3.50390], [-0.51357, 4.10988, -2.83181], [-0.29116, 2.54247, -3.66427], [-3.41617, 1.35369, -2.42847], [-2.12433, 0.14966, -2.53463], [-3.05120, 0.34472, -1.02282]],
  "mulliken_charge": [-1.1228, 0.1772, -0.7618, 0.5342, 0.2672, 0.0010, -0.7243, -0.4213, -0.9305, -0.3991, 0.1678, -0.2816, -0.6936, -0.6132, 0.0987, -0.3064, -0.7031, 0.2221, -0.3966, 0.6925, -0.8858, -1.1039, -1.0096, -0.3142, 0.6894, -1.1108, -1.2984, -0.9481, 0.4952, 0.3760, 0.1239, 0.6266, 0.0366, 0.7029, 0.3718, 0.3813, 0.4319, 0.3995, 0.5148, 0.4065, 0.4005, 0.4688, 0.6600, 0.4348, 0.1723, 0.1372, 0.3497, 0.3213, 0.3012, 0.4640, 0.2078, 0.2740, 0.4209, 0.2518, 0.3488, 0.4744, 0.3313, 0.3626, 0.5064, 0.2896, 0.1305],
  "smiles": "CC(C[C@@H](c1ccccc1)c1cccc(F)c1)=[N+](O[Si](C)(C)C)O[Si](C)(C)C",
  "total_charge": 1,
  "orbital_gap_ha": 0.2746,
  "de_lowest_kcal_mol": 37.6,
  "e_lumo_ev": -4.89
}



{
  "formula": "C22H33IrN6O3Te",
  "method": "the ωB97M-V functional and the def2-TZVPD basis",
  "symbols": ["Ir", "N", "C", "C", "C", "C", "N", "C", "N", "N", "C", "O", "O", "H", "H", "H", "H", "H", "H", "H", "H", "H", "H", "H", "H", "H", "H", "Te", "C", "C", "C", "C", "C", "C", "H", "H", "H", "H", "H", "C", "C", "N", "C", "C", "C", "O", "C", "C", "C", "C", "N", "C", "H", "H", "H", "H", "H", "H", "H", "H", "H", "H", "H", "H", "H", "H"],
  "coordinates": [[-0.03852, 0.21381, 0.56996], [-1.49971, 0.71953, 2.14707], [-2.49002, -0.40033, 2.22777], [-3.22373, -0.43380, 3.56811], [-2.38756, -0.76801, 4.81161], [-2.39670, -2.23644, 5.25324], [-3.73050, -2.67620, 5.67797], [-4.37646, -3.76039, 5.23374], [-4.02003, -4.34224, 4.09667], [-5.38590, -4.25490, 5.95267], [-1.85341, -1.73428, 1.80923], [-2.41030, -2.76952, 2.11872], [-0.76426, -1.68354, 1.11354], [-1.00239, 0.79370, 3.03247], [-1.99523, 1.60084, 2.04225], [-3.22773, -0.20397, 1.44367], [-4.05662, -1.13423, 3.47911], [-3.68159, 0.54909, 3.69923], [-2.75296, -0.15877, 5.64033], [-1.33809, -0.47540, 4.69167], [-1.71504, -2.37276, 6.09256], [-2.05530, -2.88766, 4.45267], [-4.06013, -2.29544, 6.55200], [-3.41454, -3.86830, 3.42128], [-4.53216, -5.14375, 3.76563], [-5.59606, -3.90954, 6.87389], [-5.89378, -5.06713, 5.64493], [2.46298, 0.63640, 1.39660], [3.45003, -0.76306, 0.24873], [4.84514, -0.67150, 0.16720], [5.55042, -1.60971, -0.56746], [4.87537, -2.64312, -1.20588], [3.48898, -2.74578, -1.11389], [2.77386, -1.81066, -0.39097], [5.37643, 0.12050, 0.68045], [6.62820, -1.54588, -0.62776], [5.43213, -3.38381, -1.76401], [2.97659, -3.56835, -1.59486], [1.70007, -1.90800, -0.29194], [0.32515, 4.96450, -2.91959], [0.16912, 3.97447, -4.08383], [1.43119, 3.39780, -4.48630], [2.47368, 4.24975, -5.01556], [3.67292, 4.32356, -4.04816], [1.66808, 1.95698, -4.53725], [2.50628, 1.57165, -5.29226], [0.83346, 1.03631, -3.70853], [0.37511, -0.12504, -4.33055], [-0.30195, -1.06183, -3.57687], [-0.45836, -0.83744, -2.22143], [0.01165, 0.26469, -1.61204], [0.63419, 1.19716, -2.34794], [-0.65932, 5.37361, -2.70078], [0.98267, 5.79166, -3.17834], [0.70752, 4.47160, -2.02659], [-0.20283, 4.51807, -4.96162], [-0.52892, 3.17497, -3.84975], [2.04358, 5.23121, -5.19679], [2.80842, 3.80426, -5.95593], [3.37916, 4.75036, -3.09088], [4.41658, 4.97446, -4.50451], [4.12133, 3.34268, -3.90372], [0.55821, -0.28350, -5.38590], [-0.68930, -1.96785, -4.02048], [-0.95516, -1.55824, -1.58311], [1.01607, 2.05676, -1.80948]],
  "mulliken_charge": [1.2538, -0.5873, 0.2760, -0.9317, -0.5204, -0.9327, -0.1383, 0.7251, -0.2290, -0.3663, 0.2656, -0.7343, -0.8266, 0.3273, 0.3553, 0.2616, 0.4349, 0.3749, 0.4118, 0.3500, 0.3082, 0.3911, 0.2484, 0.2002, 0.2638, 0.2034, 0.2138, 0.2646, 0.2649, -0.6101, -0.6236, -0.4268, -0.7756, -0.0747, 0.3937, 0.4193, 0.4296, 0.4394, 0.6310, -0.9819, -0.5754, 0.3088, -0.6506, -1.0018, 0.5393, -0.3797, 0.0034, -0.4167, -0.9704, -0.0247, -0.3878, -0.2127, 0.3919, 0.3900, 0.2543, 0.3907, 0.4780, 0.4376, 0.4117, 0.3146, 0.3897, 0.3529, 0.5421, 0.4963, 0.5290, 0.4408],
  "spin_multiplicity": 6,
  "total_charge": 3,
  "orbital_gap_ha": [0.2693, 0.1830],
  "de_lowest_kcal_mol": 0.0,
  "e_lumo_ev": [-8.17, -11.47]
}



{
  "formula": "C22H33N3O",
  "method": "the ωB97M-V functional and the def2-TZVPD basis",
  "symbols": ["C", "C", "N", "C", "C", "C", "C", "C", "C", "C", "C", "O", "N", "C", "C", "C", "N", "C", "C", "C", "C", "C", "C", "C", "C", "C", "H", "H", "H", "H", "H", "H", "H", "H", "H", "H", "H", "H", "H", "H", "H", "H", "H", "H", "H", "H", "H", "H", "H", "H", "H", "H", "H", "H", "H", "H", "H", "H", "H"],
  "coordinates": [[-3.95456, 5.80420, 0.83156], [-2.97676, 5.68420, -0.33788], [-1.69170, 5.20085, 0.09045], [-0.61043, 5.97358, 0.46772], [-0.64859, 7.45767, 0.35632], [0.41052, 5.16958, 0.89784], [1.76290, 5.57833, 1.37661], [-0.05447, 3.82399, 0.79311], [0.51180, 2.58695, 1.07794], [-0.22504, 1.43713, 0.85021], [0.42090, 0.13317, 1.16581], [1.25472, 0.00869, 2.04451], [0.00573, -0.91161, 0.40331], [0.59389, -2.22492, 0.50817], [1.61901, -2.49299, -0.59541], [2.12417, -3.93520, -0.52312], [1.04155, -4.88410, -0.72998], [1.20601, -6.07592, 0.08783], [0.22186, -7.20361, -0.22146], [0.72618, -8.16539, -1.29709], [0.71725, -7.58524, -2.70841], [1.46203, -6.25829, -2.83126], [0.72571, -5.10526, -2.12963], [-1.54091, 1.52032, 0.36580], [-2.12970, 2.73449, 0.09020], [-1.37969, 3.88762, 0.29304], [-4.91986, 6.15801, 0.47910], [-4.08696, 4.83677, 1.30963], [-3.57602, 6.50212, 1.57445], [-2.84823, 6.65641, -0.81905], [-3.37543, 4.98780, -1.08179], [0.27165, 7.87744, 0.75107], [-1.48700, 7.87530, 0.91360], [-0.74249, 7.76789, -0.68547], [2.14334, 4.84164, 2.07975], [1.72986, 6.54610, 1.87275], [2.46462, 5.64527, 0.54377], [1.51388, 2.49951, 1.46873], [-0.56711, -0.72759, -0.40416], [-0.19187, -2.98344, 0.45533], [1.07852, -2.27163, 1.48553], [1.15668, -2.30520, -1.56728], [2.46180, -1.80896, -0.48386], [2.53968, -4.09752, 0.47378], [2.93983, -4.07667, -1.25099], [2.23104, -6.48163, 0.01832], [1.05778, -5.75087, 1.12427], [-0.74369, -6.78509, -0.50371], [0.07513, -7.77590, 0.69749], [1.74352, -8.47279, -1.04041], [0.10306, -9.06339, -1.28944], [1.16937, -8.31469, -3.38563], [-0.31655, -7.43606, -3.03132], [2.47127, -6.35395, -2.42637], [1.55619, -6.01367, -3.89191], [0.94090, -4.17277, -2.65475], [-0.35337, -5.27587, -2.21558], [-2.12311, 0.61843, 0.24170], [-3.14823, 2.77905, -0.26704]],
  "mulliken_charge": [-0.9784, -0.8607, 0.1087, 0.7586, -1.6608, 0.5683, -1.7949, 1.0502, -0.8268, 0.5392, 0.2582, -0.6901, -0.0911, -0.8764, -0.3393, -1.0893, 0.4357, -0.8320, -0.8797, -0.6174, -0.6902, -0.6945, -0.9850, -0.9728, -0.8717, 0.1456, 0.3789, 0.3074, 0.2673, 0.3796, 0.3897, 0.3880, 0.3230, 0.3123, 0.3938, 0.4402, 0.2888, 0.4408, 0.2975, 0.3015, 0.2748, 0.2521, 0.3299, 0.5601, 0.3248, 0.4190, 0.5216, 0.3422, 0.3533, 0.3023, 0.3266, 0.3319, 0.3067, 0.3405, 0.3498, 0.3874, 0.4306, 0.4842, 0.3399],
  "smiles": "CCn1c(C)c(C)c2cc(C(=O)NCCCN3CCCCCC3)ccc21",
  "orbital_gap_ha": 0.3095,
  "de_lowest_kcal_mol": 20.6,
  "e_lumo_ev": 0.81
}